a:
DFT (the ωB97M-V functional and the def2-TZVPD basis) results for a single C4H11NS molecule.

Computed properties:
SMILES ... CCSCNC
Gap between HOMO and LUMO ... 9.4 eV
LUMO ... 1.01 eV

CARTESIAN COORDINATES (ANGSTROEM)
C  -0.49  -1.43  1.84
C  0.74  -0.52  1.94
S  0.53  1.03  0.98
H  -1.37  -0.98  2.29
H  -0.69  -1.64  0.78
H  -0.32  -2.42  2.27
H  0.83  -0.17  2.97
H  1.65  -1.05  1.68
C  -0.81  1.21  -2.26
C  0.91  0.53  -0.68
N  -0.24  0.10  -1.49
H  -1.71  0.87  -2.77
H  -1.08  2.09  -1.67
H  -0.07  1.45  -3.03
H  1.29  1.42  -1.20
H  1.74  -0.17  -0.75
H  -0.93  -0.31  -0.90

b:
DFT (the ωB97M-V functional and the def2-TZVPD basis) results for a single C4H11NS molecule.

Computed properties:
SMILES ... CCNCCS
Gap between HOMO and LUMO ... 10.0 eV
LUMO ... 0.92 eV

CARTESIAN COORDINATES (ANGSTROEM)
C  2.09  -0.68  -0.96
N  1.02  -0.80  0.04
C  -0.25  -0.19  -0.40
C  -1.01  0.34  0.80
S  -2.70  0.83  0.45
C  3.46  -0.78  -0.28
H  2.02  0.29  -1.47
H  1.90  -1.48  -1.67
H  1.28  -0.27  0.87
H  -0.01  0.70  -1.00
H  -0.79  -0.92  -1.01
H  -0.51  1.23  1.18
H  -1.07  -0.32  1.65
H  -2.38  1.98  -0.14
H  4.06  -1.63  -0.57
H  3.39  -0.80  0.81
H  4.08  0.09  -0.52

c:
DFT (the ωB97M-V functional and the def2-TZVPD basis) results for a single C4H11NS molecule.

Computed properties:
Gap between HOMO and LUMO ... 8.8 eV
LUMO ... 0.84 eV

CARTESIAN COORDINATES (ANGSTROEM)
C  2.44  -0.28  0.22
C  -1.27  -1.43  -0.03
C  -2.28  1.08  -0.13
C  1.63  1.01  0.10
N  0.30  0.80  -0.38
S  -0.80  0.27  0.60
H  2.01  -0.91  1.00
H  2.41  -0.82  -0.72
H  3.47  -0.07  0.48
H  -0.50  -2.12  0.30
H  -1.31  -1.41  -1.11
H  -2.23  -1.72  0.39
H  -2.27  2.12  0.19
H  -3.18  0.60  0.23
H  -2.20  1.03  -1.21
H  2.11  1.67  -0.63
H  1.64  1.53  1.07

d:
DFT (the ωB97M-V functional and the def2-TZVPD basis) results for 2 unconnected molecules or ions with the total composition C4H11NS.

Computed properties:
SMILES ... C=CN.CCS
Gap between HOMO and LUMO ... 8.8 eV
LUMO ... 0.92 eV

CARTESIAN COORDINATES (ANGSTROEM)
C  1.88  -0.72  1.36
C  -1.68  -0.04  -0.59
C  1.45  0.79  1.14
C  -1.94  1.27  -1.01
N  -2.20  -1.12  -1.33
S  2.26  -1.69  -0.23
H  2.73  -0.61  2.04
H  -0.99  -0.31  0.12
H  0.60  0.90  0.41
H  2.20  1.36  0.73
H  1.24  1.32  2.08
H  -1.70  2.09  -0.42
H  1.14  -1.17  1.90
H  -2.53  1.52  -1.84
H  -2.70  -0.87  -2.26
H  -2.01  -2.07  -1.04
H  2.23  -0.67  -1.06

Stability, lowest: c

a:
DFT (the ωB97M-V functional and the def2-TZVPD basis) results for a single C4H11NS molecule.

Computed properties:
SMILES ... C[C@H](N)CCS
Gap between HOMO and LUMO ... 9.7 eV
LUMO ... 0.92 eV

CARTESIAN COORDINATES (ANGSTROEM)
C  -0.84  1.49  -0.38
C  -0.97  -0.05  -0.27
C  0.20  -0.79  -0.87
C  1.46  -0.97  0.02
H  -1.69  1.94  0.09
H  -0.76  1.74  -1.42
H  0.07  1.86  0.21
H  -1.78  -0.36  -0.94
H  -0.93  0.29  1.82
H  -2.27  -0.56  1.39
H  0.43  -0.31  -1.89
H  -0.17  -1.81  -1.07
H  1.19  -1.40  1.04
H  2.14  -1.69  -0.47
H  2.88  0.37  1.39
N  -1.26  -0.38  1.16
S  2.28  0.62  0.20

b:
DFT (the ωB97M-V functional and the def2-TZVPD basis) results for a single C4H11NS molecule.

Computed properties:
SMILES ... NCCCCS
Gap between HOMO and LUMO ... 9.9 eV
LUMO ... 0.94 eV

CARTESIAN COORDINATES (ANGSTROEM)
C  -0.51  -0.02  -0.72
C  0.98  0.54  -0.28
C  1.85  -0.39  0.57
S  3.25  -1.15  -0.40
C  -1.48  -0.06  0.48
N  -2.74  0.75  0.23
H  -0.62  -1.02  -1.25
H  -0.71  0.54  -1.57
H  0.89  1.53  0.47
H  1.29  0.88  -1.31
H  1.19  -0.95  1.20
H  2.44  0.14  1.39
H  2.69  -2.37  -0.70
H  -1.01  0.28  1.45
H  -1.87  -1.12  0.77
H  -3.09  0.63  -0.69
H  -2.55  1.78  0.35

Stability, lowest: b